Entry from the Open Molecules 2025 dataset: a molecular structure, C11H10AuClNS in a non-equilibrium geometry (ωB97M-V/def2-TZVPD).

Computed properties:
- Net charge: -1
- Highest occupied orbital energy (spin up / spin down): -3.6 / -3.6 eV
- Spin multiplicity: 3
- HOMO-LUMO gap (spin up / spin down): 6.8643 / 3.6719 eV
- Energy relative to the best compared isomer or geometry (same formula, charge and spin): 63.04 kJ/mol
- <S²>: 2.024
- Electronic energy: -40106.4460 eV

```
25
Properties=species:S:1:pos:R:3:forces:R:3
H -2.914 0.908 1.139 0.4733 0.0102 -0.2569
H -2.328 2.193 -1.175 0.4083 -0.0281 0.1353
C 1.879 -0.286 -1.829 0.8244 0.4701 1.0298
H 1.899 -0.781 -2.790 -0.4053 -0.0271 0.0773
C -2.133 1.147 -0.971 -0.8274 -0.7620 0.6089
C 2.123 1.375 -0.230 0.6937 -0.6420 -0.2949
Cl 0.155 -2.044 1.795 0.2266 -0.9858 1.9999
C -1.907 -1.129 -1.356 -0.8023 1.1256 0.2761
Au -0.019 -0.689 -0.016 0.4618 -0.4481 -0.8841
C 2.421 0.141 0.404 0.1061 0.7425 -0.8294
C 1.786 1.111 -1.603 1.0279 -0.6999 0.6183
C -2.303 -0.934 0.043 0.2185 0.5044 -1.1990
H 2.910 -0.005 1.366 -0.5666 0.1098 -0.0836
C -1.784 0.174 -1.950 -0.9190 -0.8118 0.6562
H 2.635 -1.919 -0.407 -0.3805 0.0090 -0.1408
S -0.072 0.722 3.372 0.0161 -0.1416 -0.2509
C -0.012 0.100 4.883 0.1399 -1.3793 2.3924
H -1.937 -2.083 -1.867 0.3544 0.1374 0.0529
H 1.692 1.861 -2.377 -0.3768 -0.0478 0.0976
H 2.347 2.346 0.208 -0.4302 -0.1724 -0.0970
H -1.643 0.359 -3.008 0.3117 0.0083 0.1854
C 2.246 -0.919 -0.562 -0.3445 1.1637 -0.7472
N 0.040 -0.415 5.956 -0.1292 1.2531 -2.2669
C -2.451 0.479 0.249 -0.3887 0.4202 -0.9399
H -2.629 -1.713 0.727 0.3077 0.1915 -0.1396
```
Forces are in eV/Å.

Here are the natural (NBO) charges for atoms 1 to 8, given in e: number 1, H, carries 0.215; number 2, H, carries 0.205; number 3, C, carries -0.369; number 4, H, carries 0.210; number 5, C, carries -0.324; number 6, C, carries -0.365; number 7, Cl, carries -0.586; number 8, C, carries -0.424

=====

Entry from the Open Molecules 2025 dataset: a molecular structure, C11H10BrNPdS in a non-equilibrium geometry (ωB97M-V/def2-TZVPD).

Computed properties:
- Highest occupied orbital energy (spin up / spin down): -7.3 / -8.2 eV
- Spin multiplicity: 5
- HOMO-LUMO gap (spin up / spin down): 7.8869 / 4.4550 eV
- Energy relative to the best compared isomer or geometry (same formula, charge and spin): 0.00 kJ/mol
- <S²>: 6.043
- Electronic energy: -97410.1968 eV

```
25
Properties=species:S:1:pos:R:3:forces:R:3
H 2.906 0.987 -0.879 -0.1952 -0.2307 -0.0713
C -2.244 0.683 0.625 -0.2278 -0.8257 -0.2794
C 1.888 -0.967 -0.387 1.3444 -1.0674 -0.4849
H -1.514 0.622 2.756 0.0369 -0.1695 -0.2223
H -2.219 -2.592 -0.135 0.1587 0.4076 0.0956
C 2.964 2.026 1.459 -2.0360 -1.4573 1.1832
Pd 0.335 0.288 -0.048 -4.9414 4.8422 6.0311
H -2.476 1.733 0.479 -0.1193 -0.4256 0.1328
S 4.178 2.888 0.855 0.0903 0.1470 -0.0579
C -1.723 0.087 1.835 0.4478 -2.0133 -0.0666
N 2.070 1.357 1.903 1.8939 1.4773 -0.8522
H -1.366 -2.069 2.368 0.0500 0.3111 -0.3005
H 2.479 -1.379 0.421 0.0417 0.0366 -0.2684
C 2.090 0.292 -1.047 1.8974 -0.1775 -1.3883
H -2.896 -0.243 -1.306 0.2833 -0.0740 0.3292
C 0.676 -1.528 -0.893 0.6986 -1.8745 -0.9168
H 0.232 -2.461 -0.562 0.1593 0.2054 -0.1902
Br -0.446 3.041 -0.239 0.5162 -0.4147 0.0976
H -0.787 -0.741 -2.407 0.2295 -0.0327 0.1142
C 1.015 0.496 -1.968 0.9675 -0.1486 -1.6804
C -2.439 -0.368 -0.325 -0.2736 -0.9176 0.5648
C 0.144 -0.627 -1.866 0.0842 -0.8776 -1.9340
H 0.833 1.394 -2.549 0.1006 -0.2590 0.1055
C -1.628 -1.324 1.617 0.1965 2.3998 1.6810
C -2.072 -1.597 0.291 -1.4032 1.1387 -1.6218
```
Forces are in eV/Å.

Here are the natural (NBO) charges for atoms 1 to 8, given in e: number 1, H, carries 0.247; number 2, C, carries -0.115; number 3, C, carries -0.304; number 4, H, carries 0.244; number 5, H, carries 0.220; number 6, C, carries -0.033; number 7, Pd, carries 0.899; number 8, H, carries 0.268

=====

Entry from the Open Molecules 2025 dataset: a molecular structure, C11H10CdClNO in a non-equilibrium geometry (ωB97M-V/def2-TZVPD).

Computed properties:
- Net charge: -2
- Highest occupied orbital energy: 0.3 eV
- HOMO-LUMO gap: 4.9244 eV
- Electronic energy: -32193.0325 eV

```
25
Properties=species:S:1:pos:R:3:forces:R:3
C -2.153 -0.008 1.600 0.3218 1.0108 -0.2256
Cd 2.268 -0.438 0.538 -1.7954 0.0825 -0.5241
C -2.589 0.771 0.487 0.5464 0.3494 0.8263
Cl 2.665 1.886 0.616 0.7334 0.4208 0.3767
C 2.309 -2.753 2.511 -0.3596 0.7468 -0.8252
H -3.388 0.507 -0.196 0.0471 -0.0621 -0.0904
H 2.809 -0.198 -1.864 0.1136 -0.0632 -0.3783
H 1.348 -2.503 -1.659 -0.1237 0.0895 -0.0840
H -1.937 2.775 -0.266 0.0982 0.0688 -0.1392
O 2.904 -3.391 3.324 -0.0075 -0.2581 0.2110
C -0.905 1.942 1.548 -0.7016 -0.4587 -0.2541
C 0.814 0.778 -2.196 -0.2165 -0.4003 -0.1776
H -2.556 -0.969 1.906 0.1035 0.0237 -0.0715
C -0.374 -1.188 -2.225 0.7491 0.0316 0.0736
C -1.822 1.976 0.452 -0.0249 -0.8819 1.0462
C 0.953 -1.515 -1.880 -0.3003 0.4486 -0.3168
C -0.458 0.224 -2.426 1.1005 -0.2658 0.0658
H -0.177 2.712 1.793 -0.0755 -0.2064 -0.0869
H 1.090 1.828 -2.283 -0.1399 -0.3095 0.1570
C -1.109 0.720 2.258 -0.2693 0.0546 -0.4953
N 1.692 -2.129 1.690 0.9454 -0.4862 0.6693
C 1.727 -0.287 -1.856 -0.9014 -0.2135 0.2456
H -1.202 -1.890 -2.312 0.1930 0.1676 0.1737
H -0.550 0.386 3.142 -0.2254 0.1396 -0.3812
H -1.359 0.764 -2.704 0.1891 -0.0286 0.2051
```
Forces are in eV/Å.

Here are the natural (NBO) charges for atoms 1 to 8, given in e: number 1, C, carries -0.371; number 2, Cd, carries 1.544; number 3, C, carries -0.363; number 4, Cl, carries -0.806; number 5, C, carries 0.727; number 6, H, carries 0.166; number 7, H, carries 0.201; number 8, H, carries 0.190

=====

Entry from the Open Molecules 2025 dataset: a molecular structure, C11H10Cl3N4O6SSeW in a non-equilibrium geometry (ωB97M-V/def2-TZVPD).

Computed properties:
- Net charge: -1
- Highest occupied orbital energy (spin up / spin down): -5.6 / -5.6 eV
- HOMO-LUMO gap (spin up / spin down): 6.2327 / 6.2320 eV
- Energy relative to the best compared isomer or geometry (same formula, charge and spin): 0.00 kJ/mol
- Electronic energy: -145392.5582 eV

```
37
Properties=species:S:1:pos:R:3:forces:R:3
N -1.227 3.031 1.928 -0.0349 0.0037 0.0863
C 1.184 2.109 -2.535 0.0148 -0.0868 0.0237
Cl -1.119 -1.265 5.361 0.0989 -0.0712 0.0080
H -3.180 1.684 0.634 0.0457 0.0590 -0.0671
H -2.460 0.631 1.797 0.0294 -0.0112 -0.0221
H 1.422 3.460 -5.642 0.0005 -0.0067 -0.0030
S 3.030 -1.134 -1.437 0.6827 1.2142 0.0617
O 4.219 -1.445 -0.703 -0.0494 -0.1109 0.1901
N -0.341 -0.561 -4.517 -0.0151 0.0031 -0.0357
C 1.162 2.715 -4.901 0.0394 0.0747 0.0408
C -0.267 -0.011 4.560 0.0391 0.1471 -0.0498
C 0.561 0.876 -2.897 -0.0155 -0.0326 -0.0112
H -1.983 2.932 2.664 0.0342 -0.0104 0.0429
C -1.122 2.065 1.060 0.0201 0.0956 -0.1514
Se -0.528 -1.418 -3.002 0.1097 -0.0765 -0.0640
N 0.211 -0.129 2.097 0.1577 -0.2078 -0.3989
C 0.581 1.558 -5.284 -0.0560 -0.0954 0.0276
H 1.441 2.296 -1.503 -0.0080 0.0185 -0.0082
O 2.131 -0.177 -0.313 0.0944 -0.0143 -0.2664
O -0.001 -1.931 0.192 -0.1618 0.2123 -0.3278
H -0.387 3.542 2.159 -0.0042 0.0027 -0.0396
H 1.950 3.923 -3.277 -0.0001 -0.0016 0.0055
C -1.853 0.162 -0.276 0.2016 0.0203 -0.0773
H 0.356 1.331 -6.317 0.0012 0.0048 -0.0024
C 1.463 2.987 -3.522 0.0153 0.0343 -0.0823
C -0.006 -0.081 3.271 -0.1090 0.0132 0.1547
C -2.267 1.116 0.834 0.0178 0.0935 0.2351
Cl 0.149 1.398 5.446 0.0423 -0.0350 0.0196
W 0.312 -0.275 0.119 -0.6137 -0.4938 1.2856
H -1.998 0.664 -1.234 0.0335 -0.0836 -0.0043
O -0.040 1.868 0.401 0.2120 -0.0616 -0.0628
H -2.445 -0.754 -0.279 0.0145 0.0131 0.0509
C 0.250 0.595 -4.278 0.0342 0.0983 0.0548
O 2.119 -2.209 -1.699 -0.2801 -0.7228 -0.1685
N 0.210 -0.090 -2.065 -0.3070 0.0459 -0.2906
O 3.199 -0.193 -2.523 -0.0747 -0.1363 -0.0859
Cl -2.993 2.072 4.113 -0.2096 0.1039 -0.0678
```
Forces are in eV/Å.

Here are the natural (NBO) charges for atoms 1 to 8, given in e: number 1, N, carries -0.766; number 2, C, carries -0.216; number 3, Cl, carries 0.059; number 4, H, carries 0.239; number 5, H, carries 0.286; number 6, H, carries 0.213; number 7, S, carries 2.571; number 8, O, carries -0.958

=====

Entry from the Open Molecules 2025 dataset: a molecular structure, C11H10ClNOPt in a non-equilibrium geometry (ωB97M-V/def2-TZVPD).

Computed properties:
- Highest occupied orbital energy (spin up / spin down): -8.1 / -8.0 eV
- Spin multiplicity: 5
- HOMO-LUMO gap (spin up / spin down): 8.5800 / 5.1466 eV
- <S²>: 6.045
- Electronic energy: -30870.3054 eV

```
25
Properties=species:S:1:pos:R:3:forces:R:3
C 1.641 -3.677 2.083 0.7417 -1.6573 1.4375
C -2.988 1.334 -1.653 1.3864 2.7059 0.0921
H -0.256 0.946 2.235 0.5208 -0.3381 -0.0757
H -0.316 2.531 -3.309 -0.2277 -0.1832 0.1164
Cl -2.171 -0.657 0.441 0.3317 -0.2523 0.3388
C 2.527 -0.359 0.772 0.2378 1.3469 0.9611
H -2.044 3.346 -1.376 0.0308 -0.3362 -0.2064
C 1.230 0.279 0.621 -0.9756 0.2824 1.8727
H 0.843 0.835 -0.228 0.2212 -0.1313 -0.0052
H -3.810 1.368 -0.942 0.2216 -0.0285 -0.2100
C -2.651 0.239 -2.520 2.1165 -0.0739 -2.0337
H -1.026 0.013 -4.049 -0.1548 0.2165 0.2849
C 0.647 0.374 1.988 0.5668 0.1517 -1.7576
O 2.235 -4.526 2.681 -0.7217 1.3492 -1.0353
C -1.137 1.947 -2.896 -0.6141 -0.4606 0.2622
N 1.019 -2.846 1.505 0.5719 -0.9435 -0.0345
C 1.657 -0.115 2.901 0.9058 0.2492 -0.5812
H -3.173 -0.712 -2.577 0.1647 0.2663 0.0026
H 3.218 -0.547 -0.034 -0.0353 -0.1423 -0.0124
H 3.773 -0.706 2.584 -0.6621 -0.3501 -0.2725
C -1.512 0.622 -3.288 -1.4389 -0.8717 0.7717
H 1.599 -0.161 3.988 -0.1385 0.0486 -0.4137
C 2.794 -0.468 2.150 0.2593 0.0865 0.3258
C -2.047 2.382 -1.883 -1.4965 -1.0458 0.6636
Pt -0.050 -1.441 0.807 -1.8120 0.1117 -0.4910
```
Forces are in eV/Å.

Here are the natural (NBO) charges for atoms 1 to 8, given in e: number 1, C, carries 0.811; number 2, C, carries -0.147; number 3, H, carries 0.263; number 4, H, carries 0.208; number 5, Cl, carries -0.482; number 6, C, carries -0.109; number 7, H, carries 0.219; number 8, C, carries -0.391

=====

> electronic energy of number 2 (C11H10BrNPdS)?

-97410.1968 eV

=====

> What is the electronic energy in the third record?

-32193.0325 eV